ORCA calculation (wB97M-V/def2-TZVPD) on an isolated ion of composition C18H14F3N2O3 and charge -1.

Output
- Total energy: -1329.0495 Ha
- Energy relative to the best compared isomer or geometry (same formula, charge and spin): 7.82 kcal per mole
- Total charge: -1
- Spin multiplicity: 1
- Frontier orbital gap: 5.90 eV
- SMILES string: COc1ccc([C@H](C=[N+]([O-])[O-])[C@@H](C#N)c2ccc(C(F)(F)F)cc2)cc1

XYZ file:
```
40
Properties=species:S:1:pos:R:3:forces:R:3
F 4.333 2.589 -4.018 -0.57 -0.59 1.08
C 4.203 1.486 -3.215 0.56 -0.10 0.28
F 4.672 0.476 -4.012 -0.61 0.29 0.98
F 5.134 1.637 -2.190 -0.90 -0.16 -1.17
C 2.787 1.258 -2.613 0.37 -0.06 -0.12
C 2.398 0.008 -2.030 0.43 0.71 -0.41
C 1.101 -0.166 -1.554 -0.35 -0.56 0.49
C 0.151 0.866 -1.597 0.80 0.26 -0.95
C -1.312 0.652 -1.297 -0.39 -3.42 -0.15
C -2.167 1.530 -2.044 -3.04 2.13 -2.32
N -2.952 2.198 -2.614 2.59 -1.80 1.28
C 0.607 2.107 -2.075 -0.03 0.35 0.17
C 1.893 2.345 -2.579 0.01 -1.38 0.30
H 3.096 -0.838 -1.938 -0.26 0.60 -0.28
H 0.785 -1.137 -1.104 0.43 0.80 -0.53
H -1.680 -0.438 -1.463 1.05 1.54 -0.83
H -0.071 2.951 -2.056 -0.19 -0.05 -0.11
H 2.176 3.329 -2.951 -0.09 -0.32 0.06
C 0.364 -4.047 3.974 0.16 1.05 0.19
O 0.828 -2.660 3.914 -0.01 -0.77 -0.08
C 0.185 -1.837 3.031 -1.23 0.63 -1.25
C 0.760 -0.563 2.656 -0.14 -2.04 0.51
C 0.180 0.198 1.661 -0.65 -0.16 -0.36
C -1.038 -0.199 1.054 0.24 -1.07 1.66
C -1.803 0.715 0.199 1.61 3.24 -1.12
C -3.255 0.637 0.229 -2.40 0.43 0.43
N -4.047 1.783 0.157 3.11 -0.93 -0.35
O -5.235 1.743 -0.196 -0.27 0.09 0.57
O -3.404 2.874 0.352 -1.31 -0.11 -0.03
C -1.619 -1.424 1.440 0.76 0.15 0.13
C -1.041 -2.245 2.433 0.96 0.71 -0.42
H 1.098 -4.536 4.625 -0.32 0.07 -0.14
H -0.650 -4.071 4.431 0.67 -0.18 -0.30
H 0.364 -4.540 2.977 -0.04 0.48 0.53
H 1.703 -0.282 3.117 -0.12 0.01 -0.05
H 0.662 1.119 1.300 -0.29 -0.38 0.44
H -1.403 1.772 0.253 -1.05 -0.80 1.74
H -3.783 -0.320 0.149 0.13 0.62 -0.19
H -2.520 -1.756 0.917 0.22 0.15 0.45
H -1.496 -3.213 2.676 0.18 0.58 -0.14
```
Positions in Å, forces in eV/Å.